Here is one molecule with the formula C3H6O2S from the OMol25 dataset. Energies are from ωB97M-V/def2-TZVPD.

Each line ends with the Mulliken charge.
Element x y z (Å)
O (1.552, -1.264, 0.902)  -0.52
C (1.507, -0.386, 0.098)  0.66
O (2.591, -0.052, -0.636)  -0.48
C (0.246, 0.416, -0.212)  -0.79
C (-0.985, -0.300, 0.332)  -0.58
S (-2.468, 0.538, -0.278)  -0.25
H (2.383, 0.738, -1.161)  0.34
H (0.138, 0.500, -1.295)  0.44
H (0.325, 1.409, 0.239)  0.34
H (-0.981, -1.336, 0.016)  0.37
H (-0.956, -0.280, 1.415)  0.35
H (-3.352, 0.017, 0.580)  0.13

Charge: 0
Frontier orbital gap, Eh: 0.3641
HOMO, eV: -9.37
Relative energy (zero: lowest compared OMol25 entry of this formula, charge and spin), kcal per mole: 5.09
Calculated total energy, eV: -18138.727
SMILES string: O=C(O)CCS
LUMO, Ha: 0.01963

Here is one molecule with the formula C5H12N2O from the OMol25 dataset. Energies are from ωB97M-V/def2-TZVPD.

Each line ends with the Mulliken charge.
Element x y z (Å)
C (1.435, 0.103, 1.132)  -1.44
C (0.070, 0.489, 0.568)  0.86
C (-0.239, 1.967, 0.275)  -0.06
N (-1.137, 2.175, -0.697)  -0.36
O (0.277, 2.908, 0.837)  -0.62
N (-0.529, -0.466, -0.494)  -0.20
C (-0.862, -1.697, 0.318)  -0.85
C (0.527, -1.023, -1.432)  -1.13
H (1.701, 0.898, 1.840)  0.40
H (2.216, 0.143, 0.362)  0.38
H (1.353, -0.767, 1.698)  0.42
H (-0.691, 0.447, 1.505)  0.04
H (-1.516, 1.400, -1.274)  0.28
H (-1.810, 2.873, -0.692)  0.22
H (0.006, -1.987, 1.000)  0.29
H (-1.198, -2.518, -0.469)  0.29
H (-1.741, -1.589, 0.977)  0.32
H (1.431, -1.166, -1.028)  0.39
H (0.409, -0.374, -2.333)  0.32
H (0.300, -1.816, -2.093)  0.45

Charge: 0
Frontier orbital gap, Eh: 0.3766
HOMO, eV: -9.38
Relative energy (zero: lowest compared OMol25 entry of this formula, charge and spin), kcal per mole: 68.04
Calculated total energy, eV: -10405.473
SMILES string: C[C@@H](C(N)=O)N(C)C
LUMO, Ha: 0.03196

Here is a 2-piece molecular cluster, C11H23ClNO2Si overall from the OMol25 dataset. Energies are from ωB97M-V/def2-TZVPD.

Each line ends with the Mulliken charge.
Element x y z (Å)
C (3.996, 1.035, -2.667)  -0.82
N (2.697, 0.467, -3.067)  0.09
C (2.341, 0.537, -4.506)  -0.85
C (1.980, -0.184, -2.185)  0.25
Cl (0.523, -0.977, -2.546)  -0.02
H (4.362, 1.640, -3.504)  0.32
H (3.861, 1.663, -1.777)  0.35
H (4.710, 0.230, -2.432)  0.35
H (3.061, 1.217, -4.965)  0.31
H (2.416, -0.455, -4.975)  0.36
H (1.324, 0.925, -4.627)  0.37
H (2.353, -0.325, -1.162)  0.17
C (-3.793, 2.115, 0.945)  -1.05
Si (-3.039, 0.433, 1.295)  0.41
C (-3.458, -0.138, 3.028)  -0.97
C (-3.369, -0.763, -0.096)  -0.90
O (-1.394, 0.945, 1.172)  -0.51
C (-0.364, 0.122, 1.221)  1.03
C (0.940, 0.564, 1.025)  -0.71
C (1.951, -0.241, 1.706)  -0.94
C (1.674, -1.695, 1.317)  -0.24
C (0.389, -2.033, 1.999)  -0.63
O (-0.673, -1.150, 1.464)  -0.36
H (-4.887, 2.028, 0.929)  0.35
H (-3.520, 2.854, 1.711)  0.30
H (-3.467, 2.502, -0.031)  0.28
H (-4.520, -0.420, 3.042)  0.35
H (-2.880, -1.009, 3.361)  0.30
H (-3.314, 0.668, 3.761)  0.31
H (-4.451, -0.951, -0.122)  0.37
H (-3.063, -0.330, -1.057)  0.25
H (-2.855, -1.726, 0.022)  0.30
H (1.110, 1.596, 0.706)  0.43
H (2.971, 0.058, 1.443)  0.26
H (1.826, -0.178, 2.802)  0.38
H (1.578, -1.791, 0.227)  0.11
H (2.481, -2.354, 1.654)  0.37
H (0.051, -3.058, 1.815)  0.34
H (0.453, -1.819, 3.073)  0.33

Charge: +1
Frontier orbital gap, Eh: 0.2082
HOMO, eV: -10.28
Relative energy (zero: lowest compared OMol25 entry of this formula, charge and spin), kcal per mole: 29.31
Calculated total energy, eV: -37759.112
LUMO, Ha: -0.16951

Here is C6H11NO as an isolated structure from the OMol25 dataset. Energies are from ωB97M-V/def2-TZVPD.

Each line ends with the Mulliken charge.
Element x y z (Å)
C (0.442, -0.680, -1.315)  -0.32
C (0.594, 0.446, -0.397)  -0.16
C (-0.072, 1.723, 0.060)  -1.10
C (-0.029, 1.175, 1.676)  -0.52
C (-0.404, -0.418, 1.567)  -0.65
C (-0.338, -0.398, -0.025)  1.07
H (1.968, -1.127, -0.192)  0.34
H (2.180, -1.534, -1.757)  0.28
H (0.017, -0.781, -2.509)  0.33
H (1.523, 0.295, -0.051)  0.12
H (-1.056, 1.758, -0.348)  0.40
H (0.461, 2.798, -0.097)  0.27
H (1.078, 1.512, 2.097)  0.23
H (-0.620, 2.157, 2.191)  0.27
H (-1.494, -0.902, 1.653)  0.31
H (0.516, -0.980, 2.248)  0.18
H (-2.063, -0.963, -1.409)  0.36
N (1.397, -1.833, -1.096)  -0.69
O (-1.681, -0.061, -0.444)  -0.72

Charge: 0
Frontier orbital gap, Eh: 0.3371
HOMO, eV: -9.03
Relative energy (zero: lowest compared OMol25 entry of this formula, charge and spin), kcal per mole: 266.93
Calculated total energy, eV: -9926.879
LUMO, Ha: 0.00513

Here is a 7-piece molecular cluster, C28H77N7O7 overall from the OMol25 dataset. Energies are from ωB97M-V/def2-TZVPD.

Each line ends with the Mulliken charge.
Element x y z (Å)
C (4.592, 1.228, 11.792)  -0.81
O (3.345, 1.921, 11.798)  -0.21
C (2.473, 1.315, 12.753)  -0.75
C (1.334, 2.260, 13.102)  0.48
C (0.194, 1.585, 13.893)  -1.58
N (0.784, 2.947, 11.921)  -0.57
H (4.520, 0.162, 11.564)  0.32
H (5.017, 1.390, 12.788)  0.37
H (5.239, 1.710, 11.061)  0.16
H (2.100, 0.342, 12.398)  0.24
H (3.062, 0.993, 13.621)  0.58
H (1.744, 3.028, 13.767)  0.37
H (-0.682, 2.227, 13.853)  0.39
H (0.583, 1.351, 14.882)  0.46
H (-0.106, 0.670, 13.375)  0.26
H (1.600, 3.053, 11.318)  0.03
H (0.216, 2.267, 11.390)  0.26
C (9.504, 11.096, 5.536)  -0.86
O (8.374, 10.286, 5.251)  -0.14
C (7.248, 11.075, 4.925)  -1.05
C (5.988, 10.297, 4.517)  0.70
C (6.345, 9.259, 3.475)  -1.27
N (5.022, 11.228, 3.946)  -0.75
H (9.279, 11.761, 6.373)  0.35
H (9.766, 11.614, 4.609)  0.32
H (10.336, 10.456, 5.823)  0.22
H (7.077, 11.874, 5.661)  0.44
H (7.530, 11.693, 4.054)  0.38
H (5.474, 9.798, 5.341)  0.21
H (6.952, 9.676, 2.669)  0.45
H (5.486, 8.700, 3.106)  0.46
H (6.979, 8.493, 3.935)  0.09
H (5.423, 11.714, 3.153)  0.27
H (4.693, 11.890, 4.638)  0.25
C (2.493, 5.351, 9.155)  -0.69
O (3.666, 5.242, 8.365)  -0.31
C (3.475, 5.434, 6.971)  -0.87
C (4.720, 5.010, 6.204)  2.33
C (4.854, 5.854, 4.936)  -1.52
N (4.819, 3.546, 5.999)  -0.48
H (2.629, 4.834, 10.105)  0.11
H (1.632, 4.906, 8.652)  0.27
H (2.361, 6.410, 9.386)  0.32
H (2.554, 4.902, 6.699)  0.22
H (3.271, 6.492, 6.766)  0.35
H (5.542, 5.423, 6.794)  -1.47
H (4.311, 5.546, 4.046)  0.43
H (5.892, 5.812, 4.596)  0.27
H (4.758, 6.905, 5.209)  0.33
H (4.799, 3.093, 6.905)  0.24
H (3.940, 3.374, 5.517)  0.44
C (3.047, 0.463, 7.855)  -0.41
O (1.636, 0.531, 7.980)  -0.54
C (1.202, 1.061, 9.229)  0.35
C (-0.313, 1.016, 9.194)  0.08
C (-0.962, 2.337, 8.757)  -1.50
N (-0.856, 0.726, 10.561)  -0.56
H (3.374, -0.195, 8.668)  0.30
H (3.389, 1.504, 7.966)  0.02
H (3.334, 0.161, 6.852)  0.30
H (1.724, 0.462, 9.983)  0.16
H (1.586, 2.086, 9.291)  -0.12
H (-0.637, 0.295, 8.439)  0.44
H (-0.751, 3.106, 9.501)  0.22
H (-2.051, 2.243, 8.690)  0.48
H (-0.711, 2.651, 7.742)  0.26
H (-1.850, 0.598, 10.379)  0.26
H (-0.513, -0.209, 10.786)  0.24
C (-4.053, 6.392, 7.227)  -0.79
O (-2.977, 5.617, 6.736)  -0.21
C (-3.038, 5.360, 5.357)  -0.97
C (-1.899, 4.500, 4.821)  0.67
C (-0.566, 5.221, 5.007)  -1.43
N (-2.128, 4.288, 3.352)  -0.75
H (-4.993, 5.849, 7.073)  0.33
H (-4.101, 7.397, 6.810)  0.31
H (-3.913, 6.368, 8.307)  0.23
H (-3.981, 4.840, 5.139)  0.34
H (-3.031, 6.271, 4.744)  0.36
H (-1.878, 3.543, 5.347)  0.36
H (0.294, 4.550, 4.927)  0.28
H (-0.480, 5.560, 6.045)  0.31
H (-0.445, 6.045, 4.307)  0.39
H (-2.428, 3.314, 3.284)  0.31
H (-3.027, 4.746, 3.174)  0.28
C (8.215, 3.357, 8.433)  -0.64
O (8.908, 4.585, 8.204)  -0.41
C (8.027, 5.705, 8.263)  -0.34
C (8.285, 6.605, 7.051)  0.33
C (7.359, 7.826, 7.079)  -0.73
N (8.160, 5.884, 5.784)  -0.52
H (7.395, 3.249, 7.726)  0.21
H (7.963, 3.269, 9.493)  0.29
H (8.983, 2.594, 8.294)  0.31
H (6.992, 5.353, 8.273)  -0.06
H (8.191, 6.269, 9.187)  0.40
H (9.285, 7.039, 7.088)  0.50
H (7.237, 8.270, 6.097)  -0.39
H (7.715, 8.635, 7.718)  0.54
H (6.396, 7.496, 7.491)  0.22
H (8.785, 5.080, 5.846)  0.32
H (7.278, 5.411, 5.609)  -0.09
C (7.895, 5.805, 1.607)  -0.49
O (7.198, 4.585, 1.649)  -0.32
C (5.887, 4.693, 1.130)  -0.65
C (5.204, 3.318, 1.383)  0.36
C (3.763, 3.239, 0.859)  -1.49
N (5.198, 2.988, 2.824)  -0.66
H (7.446, 6.585, 2.229)  0.04
H (8.026, 6.301, 0.633)  0.33
H (8.899, 5.527, 1.931)  0.27
H (5.296, 5.436, 1.673)  0.25
H (5.900, 4.848, 0.048)  0.45
H (5.867, 2.608, 0.885)  0.43
H (3.081, 2.754, 1.553)  0.40
H (3.777, 2.577, -0.011)  0.35
H (3.386, 4.208, 0.531)  0.36
H (6.154, 3.152, 3.142)  0.32
H (4.682, 3.737, 3.268)  0.06

Charge: 0
Frontier orbital gap, Eh: 0.3545
HOMO, eV: -8.96
Relative energy (zero: lowest compared OMol25 entry of this formula, charge and spin), kcal per mole: 50.91
Calculated total energy, eV: -55042.928
SMILES string: COC[C@H](C)N.COC[C@H](C)N.COC[C@H](C)N.COC[C@H](C)N.COC[C@H](C)N.COC[C@H](C)N.COC[C@H](C)N
LUMO, Ha: 0.02509

Here is a 23-piece molecular cluster, CH49NO28P2 overall from the OMol25 dataset. Energies are from ωB97M-V/def2-TZVPD.

Each line ends with the Mulliken charge.
Element x y z (Å)
O (3.030, 1.871, 2.964)  -0.72
P (1.943, 1.205, 2.206)  0.81
N (1.196, 2.286, 1.090)  0.21
C (0.008, 2.849, 1.558)  0.16
O (-0.004, 3.713, 2.374)  -0.42
O (-1.220, 2.406, 1.008)  -0.16
P (-1.993, 1.266, 1.833)  0.84
O (-1.182, 0.072, 2.056)  -0.12
O (-2.530, 1.903, 3.196)  -0.56
O (-3.305, 0.911, 0.996)  -0.45
H (2.438, 0.134, 1.439)  -0.06
H (1.000, 0.703, 3.105)  -0.06
H (1.101, 1.877, 0.157)  0.02
H (-3.363, 2.367, 3.021)  0.31
H (-3.009, 0.190, 0.404)  0.23
O (0.401, -0.278, -0.201)  0.06
H (0.218, -0.651, -1.071)  0.20
H (0.125, -0.963, 0.419)  -0.08
O (-0.927, 1.261, -2.382)  -0.67
H (-0.552, 1.143, -1.499)  0.27
H (-0.853, 2.208, -2.553)  0.30
O (-0.146, 0.326, 4.816)  -0.54
H (-0.141, -0.046, 5.709)  0.22
H (-1.049, 0.643, 4.697)  0.24
O (2.745, 4.383, 4.653)  -0.66
H (2.569, 3.973, 3.797)  0.29
H (2.529, 3.702, 5.300)  0.37
O (0.060, -2.544, 1.588)  -0.69
H (-0.636, -2.109, 2.107)  0.22
H (0.279, -3.328, 2.104)  0.25
O (1.002, 4.820, -0.757)  -0.55
H (1.357, 4.768, 0.136)  0.25
H (1.019, 5.765, -0.954)  0.33
O (-0.217, -2.038, 6.480)  -0.59
H (-0.991, -2.556, 6.724)  0.30
H (0.440, -2.692, 6.222)  0.30
O (1.632, 2.116, 6.557)  -0.64
H (1.030, 2.054, 5.803)  0.36
H (1.213, 1.585, 7.239)  0.28
O (-2.420, -1.778, -0.115)  -0.40
H (-2.153, -1.859, -1.043)  0.30
H (-1.713, -2.237, 0.362)  0.21
O (-6.062, -0.090, -0.193)  -0.63
H (-5.766, -1.008, -0.251)  0.33
H (-5.557, 0.286, 0.535)  0.33
O (-1.307, -2.925, -2.500)  -0.58
H (-1.659, -3.750, -2.148)  0.30
H (-0.500, -3.193, -2.955)  0.24
O (2.293, 1.264, -1.741)  -0.48
H (2.459, 1.283, -2.687)  0.23
H (3.118, 0.926, -1.370)  0.31
O (-6.176, -2.832, -1.291)  -0.65
H (-7.083, -2.563, -1.470)  0.31
H (-5.801, -3.002, -2.161)  0.32
O (-0.168, 4.881, -3.675)  -0.64
H (0.199, 4.873, -2.782)  0.39
H (-0.186, 5.809, -3.926)  0.30
O (4.943, 0.375, -2.300)  -0.65
H (5.045, 1.330, -2.392)  0.33
H (5.312, 0.018, -3.113)  0.30
O (1.059, -4.076, -4.451)  -0.63
H (1.310, -3.156, -4.590)  0.31
H (1.457, -4.532, -5.199)  0.28
O (3.928, -4.444, -5.078)  -0.61
H (4.646, -4.664, -5.683)  0.31
H (4.243, -4.750, -4.221)  0.31
O (1.159, 7.465, 0.258)  -0.59
H (1.511, 7.415, 1.154)  0.30
H (1.174, 8.404, 0.045)  0.27
O (3.133, -3.349, 1.231)  -0.63
H (2.276, -2.929, 1.098)  0.31
H (3.380, -3.667, 0.358)  0.30
O (3.175, -5.387, -8.122)  -0.61
H (2.579, -6.143, -8.138)  0.32
H (3.355, -5.239, -7.189)  0.30
O (-2.752, -4.747, 0.880)  -0.61
H (-3.505, -5.344, 0.841)  0.30
H (-3.030, -3.973, 0.372)  0.32
O (-3.884, 0.495, -3.021)  -0.61
H (-3.973, 1.327, -3.494)  0.28
H (-3.030, 0.570, -2.577)  0.35

Charge: 0
Frontier orbital gap, Eh: 0.3441
HOMO, eV: -9.65
Calculated total energy, eV: -79235.270
LUMO, Ha: -0.01073